1.
The following is a quantum chemistry calculation of a cluster of 6 separate species, C30H76N4O10 in total, from the OMol25 dataset.

```
120
Properties=species:S:1:pos:R:3:mulliken_charge:R:1
H 3.028 15.787 29.519 0.392
H -1.100 16.288 30.680 0.467
H -0.162 20.455 34.608 0.351
O -5.791 18.661 27.472 0.411
O 0.226 22.452 28.426 -0.591
O 10.220 21.947 23.445 -0.347
C -2.678 16.879 24.535 -0.945
C 1.608 20.745 27.390 -1.122
C -6.071 18.335 25.020 -1.012
H 0.532 26.922 36.153 0.301
H 8.164 22.199 23.340 0.346
H -1.080 17.835 29.988 -0.121
H -6.231 16.970 27.938 0.132
H 0.680 14.956 24.871 0.284
H 0.017 18.325 25.557 0.125
H -2.315 15.890 24.839 0.252
H -3.055 16.769 23.517 0.458
H -1.421 24.685 33.020 0.261
C 8.621 20.142 22.811 -0.252
C 6.949 18.634 21.905 -0.951
H 1.316 20.906 26.351 0.396
C -6.388 19.104 26.281 -0.743
C -1.075 18.284 25.605 -0.222
H 1.184 17.290 29.898 0.431
H -9.155 17.527 30.043 0.383
C -0.881 16.775 29.720 -0.177
H -3.526 17.763 26.331 0.099
H -0.200 22.673 27.593 0.332
H 1.454 21.002 30.279 0.528
H 0.754 19.444 29.924 -0.232
C -8.691 17.252 29.094 -1.135
H 1.060 25.330 34.565 0.388
H -9.443 16.834 28.427 0.313
H 0.287 24.430 32.305 0.369
H -8.368 18.204 28.651 0.101
C -7.493 16.331 29.281 0.552
N -4.678 18.312 24.616 -0.286
H 2.372 15.218 24.964 0.275
C -0.492 27.018 35.789 -0.712
C 8.985 21.621 22.885 -0.633
C 2.388 15.054 29.027 -1.051
H -0.571 22.226 32.133 0.206
H -2.313 19.869 32.197 0.228
H -1.874 21.867 33.337 0.252
O -1.752 16.457 28.655 -0.245
H -5.720 16.123 30.421 0.169
H 2.670 14.052 29.363 0.352
H 0.313 26.466 33.422 0.401
C 0.555 16.638 29.288 -0.206
H -6.479 20.113 28.743 0.344
H 3.263 18.357 24.123 0.270
H -6.142 20.168 26.106 0.556
C 2.613 15.170 27.512 -0.161
H -1.163 27.077 36.648 0.250
C -0.803 22.051 33.184 -0.189
C -0.358 24.448 33.181 -0.443
H 10.316 20.470 24.851 0.265
C -3.077 16.771 28.972 -1.166
C 4.158 17.754 23.980 -0.855
C -6.597 16.769 30.434 -1.047
O -6.729 16.149 28.097 -0.589
H -7.099 16.721 31.398 0.471
H 9.398 19.547 22.327 0.219
H -3.448 16.200 29.833 0.427
C 0.638 20.510 29.738 -0.661
O 5.100 18.619 23.374 -0.369
H -7.484 19.235 26.380 0.363
C 10.339 21.561 24.804 -0.676
N 0.993 15.248 29.442 -0.512
H 6.133 18.533 21.180 0.324
H 7.698 17.974 21.452 0.410
C 6.385 18.024 23.170 -0.296
C -3.848 17.359 25.369 -0.014
C 1.441 15.362 25.533 -0.189
H -5.041 20.526 27.851 0.339
H -6.635 18.845 24.230 0.448
H -4.246 19.218 24.759 0.288
C 0.121 25.589 34.056 -0.699
H -3.232 17.851 29.081 0.410
N 7.416 20.000 22.013 -0.295
O -0.880 25.909 35.007 -0.316
C -5.522 19.703 28.396 -1.087
H 8.477 19.790 23.845 0.211
H -0.255 20.770 30.312 -0.038
H 2.732 16.260 27.335 0.090
H -7.891 15.331 29.483 0.390
H 2.503 21.325 27.606 0.356
H 0.611 17.003 28.250 -0.046
H -0.662 27.946 35.231 0.277
C -0.043 20.784 33.562 -0.865
H 3.919 16.943 23.281 0.383
H -1.457 19.268 25.901 0.245
H 6.246 16.940 23.075 0.450
H 1.869 19.684 27.493 0.065
O -1.611 17.812 24.396 -0.466
H 1.289 16.426 25.744 -0.133
H 11.295 21.914 25.183 0.239
H -1.260 17.600 26.445 0.094
H -1.660 18.226 32.391 0.064
H -4.404 16.431 25.540 0.382
H -6.483 17.324 24.999 0.358
H -0.616 23.327 34.842 0.249
H -3.764 16.436 28.191 0.278
C 0.456 21.017 28.339 1.117
N -0.266 23.179 33.906 -0.251
H -6.257 17.790 30.239 0.139
H -0.485 20.610 27.948 -0.160
H 6.652 20.546 22.397 0.318
H -4.891 19.375 29.212 0.215
H 8.984 21.976 21.848 0.361
H 1.032 20.974 33.527 0.288
H 9.561 21.980 25.453 0.299
H 0.484 14.751 28.710 0.377
H 4.491 17.355 24.943 0.368
H 3.563 14.751 27.159 0.498
H -2.000 19.201 33.846 0.448
H 6.981 18.221 24.067 0.208
C -1.664 19.233 32.806 -0.579
O -0.321 19.685 32.716 -0.219
O 1.505 14.731 26.790 -0.397
```

Summary:
HOMO = -8.72 eV
M = 652.96 g mol⁻¹
electronic energy = -58771.39434 eV
lowest unoccupied orbital energy = 0.3 eV
orbital gap = 0.33235 hartree
spin multiplicity = 1

=====

2.
The following is a quantum chemistry calculation of a cluster of 14 separate species, C30H76O14 in total, from the OMol25 dataset.

```
120
Properties=species:S:1:pos:R:3:mulliken_charge:R:1
H 2.576 4.765 1.029 -0.176
H -2.416 3.122 0.547 0.210
C 3.060 -3.773 -3.436 -0.961
H -0.144 3.251 2.236 -0.756
H -4.271 -5.302 3.703 0.347
H 0.366 3.718 -3.906 0.430
H 0.563 0.669 1.681 0.276
H -0.816 2.205 -2.538 -1.011
C 2.710 -1.836 2.196 -0.370
H -4.785 -2.075 1.365 0.323
H -3.188 -1.807 -3.721 0.038
H 4.143 2.089 0.672 0.553
H -1.807 -4.449 -4.185 0.321
O 0.648 1.652 -4.949 -0.756
H 2.194 4.165 3.403 -0.222
C -3.525 -3.533 -1.691 -0.095
C 4.544 4.589 1.876 -1.616
H 1.646 2.975 -1.841 -0.415
H 1.035 5.355 2.769 0.307
H -3.997 -4.191 -0.966 0.248
H 0.185 -1.180 -4.049 0.178
H 1.033 -1.720 -5.215 0.273
H -2.376 -0.603 -0.835 -0.196
C -3.329 -2.896 -3.843 -0.256
H -2.973 0.939 -4.071 0.262
H -1.135 -2.951 -3.780 -0.382
H 0.579 -3.429 -2.046 -0.113
H 1.657 -5.230 -2.641 0.354
H -0.158 1.572 -4.414 0.323
H -1.772 3.231 4.161 0.269
H 3.045 0.714 -2.853 0.311
C 2.031 -4.107 2.274 -0.289
C -1.585 0.133 -0.663 -0.389
H 2.786 2.281 1.815 0.176
O 3.320 -5.148 -1.435 -0.607
C 3.244 2.663 0.898 -0.437
H 1.906 4.739 -1.890 0.509
O -4.256 -3.367 -2.890 -0.511
H -1.463 -3.525 -1.344 -0.283
H 0.286 -3.694 3.593 0.341
H -0.271 -1.327 -1.520 -1.075
O 2.988 -3.164 1.734 -0.461
H 0.356 2.509 3.688 -0.009
C -1.044 3.255 -2.314 0.614
H 1.344 1.137 -1.040 -1.104
H -2.589 -2.734 1.390 -0.292
C -0.318 -0.243 -1.441 2.785
H 1.363 4.160 5.553 0.285
C -5.107 -3.323 3.184 -0.545
H 1.023 0.745 -4.970 0.434
H 2.862 -0.517 -3.749 0.310
O 3.371 -0.185 -2.989 -0.686
H 0.064 5.173 -0.384 0.473
H 1.873 -3.200 4.206 0.339
C 1.506 -3.484 -1.473 0.362
C -1.094 4.075 3.990 -0.381
C 1.247 -1.918 2.682 0.551
H 1.419 -4.393 1.420 0.057
O 1.064 -1.119 -4.455 -0.515
H -4.115 -4.911 2.015 0.175
H 2.412 -3.666 -4.311 0.184
H 1.917 -2.480 -1.306 0.331
H -3.095 1.420 2.483 0.371
H 2.520 2.358 0.136 -0.335
H 1.056 -1.073 3.343 0.422
C 0.826 4.912 4.950 -0.663
H 3.901 -4.364 -3.795 0.394
C -2.107 -4.004 -2.080 0.078
H -2.282 -1.884 2.881 -0.016
C 1.180 4.548 3.489 0.072
C 0.087 0.796 0.710 1.081
H -3.501 3.637 1.518 0.242
H -0.138 1.877 0.717 -2.199
H 5.548 4.411 1.494 0.455
H -2.006 0.139 -4.939 0.283
H -1.683 4.782 3.389 0.201
H -0.339 0.231 -2.421 -0.977
C 1.255 -3.289 3.304 -0.785
H 2.602 -4.898 2.750 0.390
O -2.846 -3.823 3.153 -0.446
H 3.420 -1.674 3.018 0.356
C 0.271 4.113 -0.589 0.502
H -2.002 -5.081 -1.976 0.463
C -4.441 -2.198 2.396 -0.478
H -6.107 -3.657 2.900 0.326
H -0.091 5.164 -2.982 0.334
C 3.474 4.149 0.866 1.034
H 0.759 3.710 0.300 -0.840
H -2.020 3.481 -2.740 0.349
O -1.168 0.120 0.684 0.756
H 4.327 4.240 2.893 0.356
O -0.564 4.772 5.094 -0.460
O -2.037 0.707 -4.156 -0.553
H -5.118 -2.989 4.223 0.252
H 1.449 -0.490 -0.203 -0.693
C -2.959 -2.604 2.423 0.522
H -2.165 0.240 2.177 0.250
H -3.462 -2.546 -1.207 -0.086
O 3.963 4.432 -0.470 -0.570
H -4.620 -1.223 2.846 0.234
O -0.941 3.443 -0.911 -0.249
C 2.359 -4.474 -2.273 0.186
C 0.815 0.316 -0.569 2.185
H 0.651 -1.876 1.765 -0.496
H 3.685 -4.475 -0.844 0.354
C -4.118 -4.465 3.024 -0.455
C 1.157 3.950 -1.829 0.149
H 3.378 -2.798 -3.063 0.104
C 0.113 3.490 3.271 1.024
H 1.316 -3.776 -0.436 -0.794
H -3.730 -3.039 -4.845 0.372
H 1.176 5.853 5.373 0.362
H 4.510 5.682 2.017 0.391
C -1.998 -3.586 -3.542 0.185
H 4.533 5.193 -0.548 0.314
O -2.796 2.980 1.435 -0.539
O -2.733 0.612 2.892 -0.726
H 2.857 -1.054 1.451 0.067
H -2.041 1.089 -0.951 -0.078
C 0.092 4.088 -2.919 -1.014
```

Summary:
HOMO = -9.26 eV
M = 660.92 g mol⁻¹
electronic energy = -61004.50810 eV
lowest unoccupied orbital energy = -0.3 eV
orbital gap = 0.32943 hartree
spin multiplicity = 1